1.
DFT (the ωB97M-V functional and the def2-TZVPD basis) results for a gas-phase ion, C4H7N2O2 (charge +1) at a distorted geometry.

XYZ file:
```
15
Properties=species:S:1:pos:R:3:mulliken_charge:R:1
C 2.077 -0.837 1.779 -0.800
C 0.872 -0.524 1.251 0.219
N 0.759 -0.050 -0.078 -0.071
C -0.634 0.338 -0.624 0.420
C -0.831 1.013 -1.851 -1.078
N -1.859 -0.097 0.058 1.040
O -1.845 -1.017 0.779 -0.523
O -2.765 0.592 -0.329 -0.542
H 2.067 -1.306 2.866 0.228
H 3.096 -0.733 1.360 0.299
H -0.016 -0.649 1.818 0.355
H 1.655 -0.067 -0.572 0.298
H 0.117 1.621 -2.062 0.344
H -0.979 0.251 -2.674 0.343
H -1.715 1.464 -1.721 0.469
```

## Properties
E_LUMO (spin up / spin down) = -7.39 / -7.10 eV
total charge = +1
orbital gap (spin up / spin down) = 6.93 / 7.52 eV
calculated total energy = -11322.826 eV
energy above the lowest of the compared OMol25 structures with the same formula, charge and spin = 665.7 kJ/mol
max |F| = 8.80 eV Å⁻¹

***

2.
DFT (the ωB97M-V functional and the def2-TZVPD basis) results for a gas-phase ion, C4H7N2O2 (charge +1) at a distorted geometry.

XYZ file:
```
15
Properties=species:S:1:pos:R:3:mulliken_charge:R:1
C 1.122 -0.806 -0.804 0.176
C -0.170 0.804 0.443 0.742
C 0.280 -2.036 -0.342 0.226
C -0.604 2.232 0.598 -1.005
N 0.872 0.467 -0.374 -0.164
N -0.883 -0.138 0.839 -0.599
O 1.979 -1.020 -1.615 -0.483
O -0.464 -2.688 -1.144 -0.265
H 0.514 -2.124 0.672 0.475
H -1.665 2.206 0.218 0.315
H 0.088 2.864 -0.110 0.269
H -0.574 2.681 1.587 0.343
H 1.701 1.105 -0.651 0.321
H -1.624 0.026 1.433 0.216
H -0.572 -3.572 -0.751 0.435
```

## Properties
E_LUMO = -5.92 eV
total charge = +1
orbital gap = 8.78 eV
calculated total energy = -11327.460 eV
energy above the lowest of the compared OMol25 structures with the same formula, charge and spin = 218.6 kJ/mol
max |F| = 4.52 eV Å⁻¹